9 unconnected molecules or ions with the total composition C21H60N6O9, computed with the ωB97M-V functional and the def2-TZVPD basis.

The geometry in XYZ format:
```
96
Properties=species:S:1:pos:R:3
C -0.563 -2.292 2.192
O -1.436 -3.211 2.789
N -1.041 -1.135 1.818
N 0.637 -2.555 1.869
H -1.976 -0.827 2.042
H -0.433 -0.351 1.494
H 0.974 -3.460 2.131
H 1.196 -1.900 1.372
C -1.989 1.983 -0.511
O -2.732 1.337 0.434
N -1.927 3.281 -0.682
N -1.239 1.298 -1.292
H -2.656 3.805 -0.157
H -1.227 3.802 -1.170
H -1.376 0.233 -1.343
H -0.775 1.780 -2.054
C 1.709 0.084 0.776
O 2.485 0.250 1.876
N 1.868 -0.822 -0.138
N 0.599 0.683 0.625
H 2.829 -1.146 -0.262
H 1.086 -0.879 -0.811
H 0.313 1.213 1.506
H -0.081 0.927 -0.137
C -0.330 5.420 -2.950
C 0.362 4.051 -2.916
C 1.101 3.816 -1.590
O -0.387 3.091 -3.188
H 0.400 6.194 -2.714
H -1.103 5.517 -2.127
H -0.858 5.572 -3.889
H 1.088 4.092 -3.700
H 2.014 4.230 -1.439
H 1.392 2.797 -1.498
H 0.593 4.186 -0.692
H -0.901 3.301 -3.993
C 1.169 1.131 5.450
C 0.798 -0.100 4.623
C 1.831 -1.153 4.869
O -0.309 -0.648 4.877
H 2.189 1.410 5.420
H 0.888 0.980 6.462
H 0.497 1.930 5.084
H 0.851 0.202 3.602
H 2.870 -0.762 4.660
H 1.632 -2.039 4.192
H 1.777 -1.508 5.903
H -1.059 -0.051 4.552
C -1.231 4.164 3.448
C -0.638 3.392 2.338
C 0.886 3.368 2.493
O -0.945 2.175 2.331
H -2.247 4.064 3.653
H -1.102 5.271 3.280
H -0.682 3.780 4.328
H -0.963 3.751 1.383
H 1.427 2.942 1.630
H 1.158 2.909 3.474
H 1.241 4.430 2.545
H -1.921 2.001 2.155
C 1.950 -0.022 -3.592
C 0.598 -0.735 -3.541
C 0.539 -1.898 -4.463
O 0.333 -1.183 -2.402
H 2.249 0.262 -4.554
H 2.678 -0.726 -3.243
H 1.872 0.821 -2.960
H -0.100 0.093 -3.726
H 0.800 -1.629 -5.484
H -0.470 -2.288 -4.491
H 1.218 -2.574 -4.088
H -0.593 -1.478 -2.366
C -3.997 -1.461 -1.226
C -2.698 -2.164 -0.949
C -2.223 -2.951 -2.214
O -1.758 -1.339 -0.736
H -4.636 -2.249 -1.681
H -3.805 -0.571 -1.865
H -4.491 -1.029 -0.339
H -2.679 -2.865 -0.093
H -2.034 -2.286 -3.067
H -2.866 -3.817 -2.584
H -1.347 -3.431 -1.904
H -1.637 -1.174 0.230
C 1.488 -6.356 -0.946
C 1.334 -4.844 -0.645
C 1.802 -4.009 -1.836
O 0.165 -4.496 -0.243
H 1.259 -6.954 -0.104
H 2.481 -6.664 -1.191
H 0.888 -6.600 -1.819
H 2.103 -4.622 0.082
H 2.119 -2.959 -1.589
H 0.946 -3.823 -2.476
H 2.642 -4.406 -2.317
H 0.145 -3.602 -0.009
```

The value obtained for the largest force on an atom is 0.2053 Eh/bohr. The SMILES is NC(N)=O.NC(N)=O.NC(N)=O.CC(C)O.CC(C)O.CC(C)O.CC(C)O.CC(C)O.CC(C)O. The spin multiplicity is 1. For the energy relative to the best compared isomer or geometry (same formula, charge and spin), the calculation gives 8.3387 eV.

6 unconnected molecules or ions with the total composition C35H66NO9P, computed with the ωB97M-V functional and the def2-TZVPD basis.

The geometry in XYZ format:
```
112
Properties=species:S:1:pos:R:3
C 1.084 -3.518 1.720
C 1.194 -2.829 0.290
O 1.623 -1.456 0.484
C 3.002 -1.368 0.313
O 3.782 -1.971 0.999
C 3.513 -0.389 -0.794
C 2.378 0.260 -1.669
C 1.674 -0.730 -2.675
C 0.165 -1.047 -2.351
C -0.318 -2.360 -2.819
C -1.675 -2.729 -2.512
C -2.626 -1.875 -1.767
C -2.184 -0.564 -1.312
P -3.339 0.551 -0.339
C -4.804 1.117 -1.369
C -2.410 2.145 0.072
C -1.316 1.914 1.218
C -0.777 -0.190 -1.637
C -4.045 -2.462 -1.483
O -5.055 -1.803 -1.452
C -4.059 -4.003 -1.226
C -3.186 -4.790 -1.915
C -3.193 -6.332 -1.594
N -2.680 -6.486 -0.186
C -2.211 -4.133 -2.947
O -1.923 -4.646 -3.999
H 0.203 -4.214 1.779
H 2.004 -4.117 1.942
H 0.952 -2.712 2.480
H 0.170 -2.874 -0.156
H 1.892 -3.379 -0.390
H 4.271 -0.883 -1.452
H 4.048 0.445 -0.260
H 1.668 0.813 -1.010
H 2.881 1.048 -2.298
H 2.203 -1.725 -2.624
H 1.764 -0.357 -3.724
H 0.317 -3.086 -3.367
H -5.701 0.554 -1.007
H -4.964 2.205 -1.130
H -4.637 0.975 -2.468
H -1.937 2.556 -0.858
H -3.159 2.895 0.430
H -1.166 0.802 1.299
H -0.355 2.350 0.840
H -1.652 2.360 2.181
H -0.419 0.798 -1.275
H -4.738 -4.485 -0.490
H -2.503 -6.886 -2.271
H -4.242 -6.706 -1.585
H -2.148 -5.646 0.071
H -3.487 -6.445 0.448
C -0.237 5.325 -2.002
C 0.960 4.471 -1.659
C 2.249 5.277 -1.639
O 1.049 3.423 -2.615
H -0.137 5.767 -2.999
H -1.137 4.706 -2.019
H -0.376 6.130 -1.278
H 0.809 4.004 -0.682
H 2.447 5.718 -2.621
H 3.100 4.634 -1.403
H 2.202 6.079 -0.900
H 1.178 3.818 -3.486
C 6.814 -0.938 3.406
C 6.193 -0.431 4.697
C 5.992 -1.560 5.695
O 4.934 0.180 4.410
H 6.166 -1.677 2.925
H 6.942 -0.118 2.695
H 7.787 -1.396 3.590
H 6.833 0.337 5.136
H 5.315 -2.321 5.293
H 5.535 -1.183 6.613
H 6.941 -2.036 5.947
H 4.361 -0.491 4.021
C 11.350 -2.075 6.599
C 10.110 -2.425 5.791
C 10.480 -3.013 4.438
O 9.318 -1.252 5.601
H 11.954 -1.325 6.079
H 11.070 -1.644 7.563
H 11.968 -2.957 6.777
H 9.499 -3.139 6.347
H 11.055 -2.294 3.846
H 9.581 -3.250 3.864
H 11.072 -3.923 4.551
H 9.848 -0.612 5.110
C -4.656 6.315 -3.099
C -3.825 5.043 -3.166
C -4.426 4.043 -4.141
O -3.742 4.454 -1.869
H -5.670 6.098 -2.750
H -4.220 7.021 -2.389
H -4.720 6.798 -4.077
H -2.805 5.286 -3.472
H -5.432 3.750 -3.827
H -3.826 3.130 -4.173
H -4.482 4.459 -5.150
H -4.637 4.230 -1.586
C -9.184 0.762 0.029
C -9.347 0.843 -1.481
C -10.540 0.027 -1.953
O -8.162 0.364 -2.113
H -9.011 -0.270 0.347
H -8.318 1.344 0.354
H -10.071 1.140 0.543
H -9.473 1.886 -1.781
H -10.412 -1.030 -1.702
H -10.638 0.085 -3.039
H -11.467 0.383 -1.499
H -8.038 -0.558 -1.855
```

The value obtained for the largest force on an atom is 0.0523 Eh/bohr. The SMILES is CCOC(=O)CCCc1cc2c(c(P(C)CC)c1)C(=O)C=C(CN)C2=O.CC(C)O.CC(C)O.CC(C)O.CC(C)O.CC(C)O. The spin multiplicity is 1.

Result set for gap between HOMO and LUMO: 8.306 7.028 eV, one per record in the order listed.
Result set for calculated total energy: -50112.420 -66568.800 eV, one per record in the order listed.
Result set for lowest unoccupied orbital energy: -0.19 -0.66 eV, one per record in the order listed.